No. 1
Formula: C23H50O9
Source: OMol25
Level of theory: wB97M-V/def2-TZVPD

```
! RIJCOSX wB97M-V def2-TZVPD def2/J DEFGRID3
* xyz 0 1
C -1.34 1.37 -5.27
C 0.03 1.22 -5.91
O 0.16 1.43 -7.07
C 1.20 0.68 -5.10
H -1.67 0.43 -4.84
H -2.03 1.82 -5.97
H -1.15 2.04 -4.42
H 1.63 -0.25 -5.53
H 1.06 0.49 -4.05
H 1.99 1.44 -5.23
C 3.59 -0.15 -2.37
C 3.41 1.32 -2.78
O 2.43 1.91 -2.39
C 4.38 1.90 -3.74
H 3.61 -0.82 -3.21
H 2.73 -0.40 -1.73
H 4.51 -0.27 -1.78
H 4.14 1.35 -4.65
H 5.45 1.71 -3.48
H 4.20 2.95 -3.87
C -1.68 -3.72 -0.63
C -0.54 -3.48 -1.57
O -0.63 -2.55 -2.36
C 0.75 -4.29 -1.50
H -2.07 -4.77 -0.72
H -2.41 -2.94 -0.79
H -1.28 -3.74 0.39
H 0.85 -5.14 -2.17
H 0.94 -4.66 -0.50
H 1.54 -3.63 -1.84
C 2.09 -2.02 1.85
C 1.59 -0.86 2.58
O 0.62 -0.94 3.37
C 2.26 0.45 2.31
H 1.95 -1.81 0.80
H 1.55 -2.92 2.10
H 3.18 -2.09 2.10
H 3.13 0.46 2.98
H 1.57 1.22 2.64
H 2.64 0.61 1.30
C 2.07 5.39 -0.68
C 0.58 5.49 -0.58
O 0.03 6.49 -0.14
C -0.17 4.28 -0.98
H 2.40 5.42 -1.71
H 2.39 4.40 -0.30
H 2.58 6.06 -0.01
H 0.07 3.45 -0.26
H 0.19 3.80 -1.92
H -1.27 4.42 -1.02
C -2.34 -3.87 4.39
C -0.89 -4.08 4.09
O -0.44 -4.73 3.14
C 0.13 -3.59 5.12
H -3.02 -4.49 3.84
H -2.64 -2.87 4.10
H -2.56 -3.96 5.43
H 1.10 -4.04 4.95
H -0.18 -3.76 6.15
H 0.17 -2.51 5.05
C -5.23 -0.13 1.49
C -3.81 -0.44 1.90
O -2.97 -0.87 1.10
C -3.51 -0.22 3.34
H -5.13 -0.13 0.42
H -5.58 0.86 1.87
H -5.98 -0.90 1.75
H -2.53 -0.53 3.65
H -4.25 -0.79 3.89
H -3.62 0.84 3.57
C -1.16 2.16 2.61
O -0.15 3.16 2.63
H -2.00 2.35 3.28
H -1.50 2.04 1.57
H -0.67 1.24 2.84
H -0.53 4.04 2.45
C -0.70 0.63 -0.98
O 0.00 0.03 0.08
H -1.43 -0.04 -1.36
H -1.21 1.55 -0.69
H 0.04 0.86 -1.70
H -0.67 -0.35 0.68
*
```

Calculated values
Gap between HOMO and LUMO: 9.885 eV
Lowest unoccupied orbital energy: 0.499 eV
Highest occupied orbital energy: -0.3449 hartree
SMILES: CC(C)=O.CC(C)=O.CC(C)=O.CC(C)=O.CC(C)=O.CC(C)=O.CC(C)=O.CO.CO

Need the Löwdin charges? In units of e they are: atom 1 (C): -0.01, atom 2 (C): -0.51, atom 3 (O): 0.08, atom 4 (C): -0.01, atom 5 (H): 0.08, atom 6 (H): 0.08, atom 7 (H): 0.08, atom 8 (H): 0.10, atom 9 (H): 0.05, atom 10 (H): 0.08, atom 11 (C): -0.01, atom 12 (C): -0.53, atom 13 (O): 0.04, atom 14 (C): -0.02, atom 15 (H): 0.07, atom 16 (H): 0.08, atom 17 (H): 0.08, atom 18 (H): 0.08, atom 19 (H): 0.10, atom 20 (H): 0.08, atom 21 (C): -0.02, atom 22 (C): -0.48, atom 23 (O): 0.04, atom 24 (C): -0.01, atom 25 (H): 0.10, atom 26 (H): 0.07, atom 27 (H): 0.07, atom 28 (H): 0.08, atom 29 (H): 0.07, atom 30 (H): 0.07, atom 31 (C): -0.02, atom 32 (C): -0.48, atom 33 (O): 0.01, atom 34 (C): -0.01, atom 35 (H): 0.07, atom 36 (H): 0.07, atom 37 (H): 0.12, atom 38 (H): 0.10, atom 39 (H): 0.06, atom 40 (H): 0.08, atom 41 (C): -0.02, atom 42 (C): -0.51, atom 43 (O): 0.05, atom 44 (C): -0.04, atom 45 (H): 0.08, atom 46 (H): 0.09, atom 47 (H): 0.07, atom 48 (H): 0.08, atom 49 (H): 0.09, atom 50 (H): 0.10, atom 51 (C): -0.01, atom 52 (C): -0.45, atom 53 (O): 0.03, atom 54 (C): -0.03, atom 55 (H): 0.08, atom 56 (H): 0.06, atom 57 (H): 0.08, atom 58 (H): 0.08, atom 59 (H): 0.08, atom 60 (H): 0.05, atom 61 (C): -0.02, atom 62 (C): -0.48, atom 63 (O): 0.05, atom 64 (C): -0.03, atom 65 (H): 0.07, atom 66 (H): 0.10, atom 67 (H): 0.10, atom 68 (H): 0.07, atom 69 (H): 0.09, atom 70 (H): 0.08, atom 71 (C): -0.15, atom 72 (O): -0.13, atom 73 (H): 0.07, atom 74 (H): 0.07, atom 75 (H): 0.05, atom 76 (H): 0.09, atom 77 (C): -0.15, atom 78 (O): -0.12, atom 79 (H): 0.07, atom 80 (H): 0.06, atom 81 (H): 0.05, atom 82 (H): 0.06

***

No. 2
Formula: C23H51B2CrF8NO16
Source: OMol25
Level of theory: wB97M-V/def2-TZVPD

```
! RIJCOSX wB97M-V def2-TZVPD def2/J DEFGRID3
* xyz 0 5
Cr 3.25 -0.36 -1.85
N 0.01 4.18 -1.44
H -0.22 3.20 -1.39
H 0.96 4.20 -1.76
H 0.11 4.57 -0.51
H -0.59 4.72 -2.06
C 2.73 -4.75 -0.56
C 2.44 -3.63 -1.64
C 0.91 -3.33 -1.64
O 3.26 -2.50 -1.49
H 2.36 -4.63 0.46
H 3.79 -4.79 -0.31
H 2.33 -5.72 -0.86
H 2.66 -4.03 -2.63
H 0.65 -2.67 -0.81
H 0.31 -4.24 -1.55
H 0.72 -2.74 -2.54
B 3.14 2.87 -2.37
F 1.82 2.86 -2.88
F 4.02 3.06 -3.41
F 3.18 3.91 -1.41
F 3.51 1.69 -1.73
B 0.36 0.77 -0.58
F 1.26 0.04 -1.24
F 0.98 1.64 0.32
F -0.27 1.50 -1.54
F -0.63 0.01 -0.05
C -0.18 2.09 3.30
C -1.22 2.62 2.32
O -1.59 3.91 2.81
C -1.11 5.03 2.27
O -0.61 5.16 1.15
O -1.27 5.99 3.18
C -0.88 7.32 2.94
H -0.01 1.01 3.24
H -0.67 2.23 4.26
H 0.80 2.55 3.21
H -2.13 2.03 2.35
H -0.97 2.56 1.26
H -0.50 7.59 1.95
H -0.09 7.68 3.60
H -1.71 8.01 3.07
C 7.38 0.81 0.78
C 6.09 1.68 0.98
O 5.21 1.00 1.83
C 4.29 0.12 1.26
O 4.29 -0.25 0.08
O 3.58 -0.47 2.22
C 2.57 -1.46 1.86
H 7.78 0.44 1.72
H 8.15 1.33 0.20
H 7.09 -0.12 0.30
H 5.77 1.93 -0.02
H 6.45 2.59 1.45
H 1.67 -1.18 1.31
H 2.23 -2.10 2.68
H 3.19 -2.23 1.39
C -2.96 -1.16 -2.21
C -3.51 -2.56 -1.71
O -3.97 -2.75 -0.37
C -5.06 -2.22 0.05
O -5.95 -1.58 -0.63
O -5.32 -2.59 1.35
C -6.61 -2.61 1.82
H -2.22 -0.66 -1.58
H -3.74 -0.44 -2.43
H -2.39 -1.30 -3.14
H -2.74 -3.31 -1.88
H -4.38 -2.78 -2.34
H -7.31 -3.24 1.26
H -7.00 -1.61 2.00
H -6.58 -2.93 2.86
C 4.89 -3.95 -5.96
C 4.54 -2.83 -5.15
O 3.29 -2.38 -5.62
C 2.64 -1.41 -4.99
O 3.04 -0.74 -4.00
O 1.37 -1.56 -5.34
C 0.29 -0.77 -4.91
H 5.16 -3.72 -6.99
H 4.25 -4.80 -5.72
H 5.84 -4.34 -5.59
H 5.25 -2.01 -5.18
H 4.43 -3.07 -4.09
H -0.68 -1.20 -5.13
H 0.38 0.19 -5.42
H 0.26 -0.68 -3.82
C -3.11 -0.44 2.59
C -4.46 0.12 3.00
O -5.23 -0.52 4.12
C -6.16 0.27 4.68
O -6.68 1.22 4.06
O -6.64 -0.29 5.73
C -7.75 0.24 6.34
H -3.24 -1.47 2.28
H -2.50 -0.57 3.48
H -2.56 0.22 1.92
H -5.08 0.26 2.12
H -4.18 1.12 3.33
H -8.41 -0.57 6.67
H -8.29 1.04 5.82
H -7.56 0.71 7.30
*
```

Calculated values
Gap between HOMO and LUMO (spin up / spin down): 8.292 / 8.441 eV
Lowest unoccupied orbital energy (spin up / spin down): 0.272 / 0.269 eV
Highest occupied orbital energy (spin up / spin down): -0.2947 / -0.3003 hartree

Atomic partial charges in e from the Löwdin method, atoms 1 to 99: atom 1 (Cr): 1.00, atom 2 (N): 0.33, atom 3 (H): 0.08, atom 4 (H): 0.10, atom 5 (H): 0.09, atom 6 (H): 0.15, atom 7 (C): -0.06, atom 8 (C): -0.54, atom 9 (C): -0.05, atom 10 (O): -0.33, atom 11 (H): 0.05, atom 12 (H): 0.06, atom 13 (H): 0.06, atom 14 (H): 0.10, atom 15 (H): 0.07, atom 16 (H): 0.07, atom 17 (H): 0.06, atom 18 (B): -1.23, atom 19 (F): 0.10, atom 20 (F): 0.16, atom 21 (F): 0.10, atom 22 (F): 0.09, atom 23 (B): -1.48, atom 24 (F): 0.16, atom 25 (F): 0.15, atom 26 (F): 0.15, atom 27 (F): 0.18, atom 28 (C): -0.04, atom 29 (C): -0.20, atom 30 (O): 0.04, atom 31 (C): -0.53, atom 32 (O): 0.08, atom 33 (O): 0.03, atom 34 (C): -0.06, atom 35 (H): 0.08, atom 36 (H): 0.09, atom 37 (H): 0.09, atom 38 (H): 0.09, atom 39 (H): 0.11, atom 40 (H): 0.09, atom 41 (H): 0.10, atom 42 (H): 0.09, atom 43 (C): -0.05, atom 44 (C): -0.22, atom 45 (O): 0.04, atom 46 (C): -0.44, atom 47 (O): 0.04, atom 48 (O): 0.03, atom 49 (C): 0.01, atom 50 (H): 0.07, atom 51 (H): 0.08, atom 52 (H): 0.07, atom 53 (H): 0.12, atom 54 (H): 0.12, atom 55 (H): 0.10, atom 56 (H): 0.10, atom 57 (H): 0.09, atom 58 (C): -0.03, atom 59 (C): -0.15, atom 60 (O): 0.06, atom 61 (C): -0.52, atom 62 (O): 0.05, atom 63 (O): -0.04, atom 64 (C): -0.09, atom 65 (H): 0.05, atom 66 (H): 0.07, atom 67 (H): 0.06, atom 68 (H): 0.12, atom 69 (H): 0.12, atom 70 (H): 0.11, atom 71 (H): 0.09, atom 72 (H): 0.10, atom 73 (C): -0.07, atom 74 (C): -0.25, atom 75 (O): 0.06, atom 76 (C): -0.48, atom 77 (O): 0.04, atom 78 (O): 0.02, atom 79 (C): -0.02, atom 80 (H): 0.10, atom 81 (H): 0.10, atom 82 (H): 0.09, atom 83 (H): 0.14, atom 84 (H): 0.13, atom 85 (H): 0.09, atom 86 (H): 0.11, atom 87 (H): 0.08, atom 88 (C): -0.06, atom 89 (C): -0.17, atom 90 (O): 0.04, atom 91 (C): -0.60, atom 92 (O): 0.07, atom 93 (O): 0.05, atom 94 (C): -0.07, atom 95 (H): 0.07, atom 96 (H): 0.08, atom 97 (H): 0.06, atom 98 (H): 0.12, atom 99 (H): 0.11

***

No. 3
Formula: C23H51BO9PS2
Source: OMol25
Level of theory: wB97M-V/def2-TZVPD

```
! RIJCOSX wB97M-V def2-TZVPD def2/J DEFGRID3
* xyz -1 1
C -6.98 0.31 3.02
O -7.48 1.28 2.13
C -6.48 1.86 1.29
C -6.90 1.81 -0.18
C -7.73 0.58 -0.49
C -6.95 -0.75 -0.27
C -6.69 -1.39 -1.62
C -5.65 -2.53 -1.68
C -4.44 -2.44 -0.76
C -3.45 -3.58 -1.04
C -2.13 -3.47 -0.22
C -0.87 -3.39 -1.11
P 0.22 -1.81 -1.14
O -1.12 -0.71 -1.45
C -0.82 0.39 -0.59
C -2.02 1.33 -0.65
C -0.60 -0.31 0.77
B -0.09 0.56 1.98
O 0.87 0.01 2.83
O -0.56 1.82 2.31
C -1.22 1.72 3.58
O 0.16 -1.47 0.58
H -6.45 0.76 3.85
H -7.84 -0.23 3.41
H -6.35 -0.42 2.52
H -5.57 1.28 1.38
H -6.26 2.87 1.61
H -7.48 2.71 -0.38
H -6.02 1.86 -0.80
H -8.65 0.62 0.08
H -8.00 0.65 -1.53
H -7.61 -1.37 0.32
H -6.04 -0.49 0.26
H -7.64 -1.84 -1.91
H -6.47 -0.66 -2.39
H -5.25 -2.52 -2.69
H -6.14 -3.50 -1.59
H -4.75 -2.49 0.28
H -3.96 -1.48 -0.88
H -3.97 -4.47 -0.70
H -3.27 -3.61 -2.11
H -2.06 -4.38 0.36
H -2.23 -2.67 0.50
H -1.22 -3.51 -2.13
H -0.21 -4.23 -0.92
H 1.40 -2.68 -0.98
H 0.36 -2.00 -2.58
H 1.20 -0.72 -1.24
H 0.03 0.99 -0.90
H -1.74 2.19 -1.25
H -2.85 0.87 -1.18
H -2.31 1.72 0.32
H -1.66 -0.53 1.05
H 1.76 0.13 2.47
H -1.58 0.70 3.72
H -0.55 1.96 4.39
H -2.09 2.35 3.57
C 5.34 2.85 -0.30
C 4.77 2.17 -1.54
C 3.84 1.04 -1.06
S 3.23 1.56 0.55
O 3.74 0.66 1.55
O 1.82 1.85 0.45
C 4.16 3.09 0.64
H 5.84 3.79 -0.55
H 6.07 2.20 0.18
H 4.19 2.89 -2.13
H 5.55 1.78 -2.19
H 2.99 0.88 -1.72
H 4.38 0.11 -0.92
H 4.44 3.27 1.67
H 3.51 3.89 0.27
C 8.91 -1.16 0.04
C 10.02 -0.25 0.60
C 10.40 0.74 -0.50
S 8.93 0.95 -1.52
O 9.20 0.43 -2.83
O 8.41 2.28 -1.33
C 7.91 -0.22 -0.63
H 8.44 -1.75 0.82
H 9.33 -1.85 -0.69
H 9.64 0.29 1.47
H 10.89 -0.83 0.93
H 10.70 1.71 -0.10
H 11.19 0.35 -1.14
H 7.25 -0.73 -1.33
H 7.33 0.33 0.11
*
```

Calculated values
Gap between HOMO and LUMO: 5.526 eV
Lowest unoccupied orbital energy: 1.841 eV
Highest occupied orbital energy: -0.1354 hartree

Need the Löwdin charges? In units of e they are: atom 1 (C): -0.11, atom 2 (O): -0.20, atom 3 (C): -0.22, atom 4 (C): -0.18, atom 5 (C): -0.21, atom 6 (C): -0.19, atom 7 (C): -0.21, atom 8 (C): -0.21, atom 9 (C): -0.23, atom 10 (C): -0.21, atom 11 (C): -0.23, atom 12 (C): -0.29, atom 13 (P): 0.48, atom 14 (O): -0.30, atom 15 (C): -0.44, atom 16 (C): -0.03, atom 17 (C): -0.27, atom 18 (B): -0.63, atom 19 (O): 0.14, atom 20 (O): 0.01, atom 21 (C): -0.07, atom 22 (O): -0.28, atom 23 (H): 0.08, atom 24 (H): 0.09, atom 25 (H): 0.08, atom 26 (H): 0.11, atom 27 (H): 0.12, atom 28 (H): 0.11, atom 29 (H): 0.11, atom 30 (H): 0.10, atom 31 (H): 0.10, atom 32 (H): 0.11, atom 33 (H): 0.08, atom 34 (H): 0.10, atom 35 (H): 0.10, atom 36 (H): 0.10, atom 37 (H): 0.10, atom 38 (H): 0.11, atom 39 (H): 0.10, atom 40 (H): 0.10, atom 41 (H): 0.10, atom 42 (H): 0.09, atom 43 (H): 0.08, atom 44 (H): 0.04, atom 45 (H): 0.05, atom 46 (H): -0.04, atom 47 (H): -0.04, atom 48 (H): -0.02, atom 49 (H): 0.10, atom 50 (H): 0.07, atom 51 (H): 0.06, atom 52 (H): 0.06, atom 53 (H): 0.14, atom 54 (H): 0.07, atom 55 (H): 0.09, atom 56 (H): 0.08, atom 57 (H): 0.08, atom 58 (C): -0.23, atom 59 (C): -0.21, atom 60 (C): -0.21, atom 61 (S): 0.69, atom 62 (O): -0.31, atom 63 (O): -0.28, atom 64 (C): -0.22, atom 65 (H): 0.11, atom 66 (H): 0.09, atom 67 (H): 0.12, atom 68 (H): 0.10, atom 69 (H): 0.09, atom 70 (H): 0.10, atom 71 (H): 0.11, atom 72 (H): 0.11, atom 73 (C): -0.22, atom 74 (C): -0.21, atom 75 (C): -0.22, atom 76 (S): 0.66, atom 77 (O): -0.32, atom 78 (O): -0.33, atom 79 (C): -0.23, atom 80 (H): 0.12, atom 81 (H): 0.12, atom 82 (H): 0.12, atom 83 (H): 0.11, atom 84 (H): 0.10, atom 85 (H): 0.10, atom 86 (H): 0.11, atom 87 (H): 0.10